1.
C29H29LiN2O4P2 | ωB97M-V/def2-TZVPD

Last column: natural (NBO) charge in e.
Atoms and positions in Å:
Li: -1.47 -1.38 -0.39  0.857
O: 0.31 -1.45 -0.44  -1.127
P: 1.45 -0.51 -0.54  1.981
C: 0.89 1.16 -1.03  -1.176
P: -0.68 1.53 -0.17  1.959
O: -1.73 0.52 -0.47  -1.143
C: -1.14 3.18 -0.76  -0.350
C: -2.49 3.41 -0.99  -0.180
C: -2.92 4.63 -1.47  -0.206
C: -2.00 5.63 -1.74  -0.188
C: -0.65 5.41 -1.52  -0.201
C: -0.21 4.19 -1.03  -0.225
C: -0.29 1.64 1.59  -0.378
C: -0.41 0.48 2.36  -0.184
C: -0.09 0.52 3.70  -0.194
C: 0.34 1.70 4.28  -0.184
C: 0.44 2.86 3.52  -0.217
C: 0.12 2.83 2.18  -0.206
C: 2.61 -1.00 -1.83  -0.363
C: 2.28 -2.13 -2.58  -0.185
C: 3.13 -2.53 -3.61  -0.206
C: 4.28 -1.81 -3.88  -0.192
C: 4.61 -0.69 -3.12  -0.203
C: 3.78 -0.29 -2.09  -0.220
C: 2.36 -0.40 1.00  -0.459
C: 3.02 0.73 1.48  -0.196
C: 3.71 0.67 2.68  -0.202
C: 3.74 -0.52 3.40  -0.192
C: 3.08 -1.64 2.93  -0.222
C: 2.39 -1.59 1.73  -0.118
H: 0.65 1.11 -2.10  0.291
H: 1.66 1.91 -0.86  0.266
H: -3.20 2.62 -0.78  0.232
H: -3.98 4.80 -1.65  0.225
H: -2.33 6.58 -2.14  0.221
H: 0.07 6.19 -1.74  0.219
H: 0.84 4.02 -0.86  0.210
H: -0.75 -0.44 1.90  0.237
H: -0.17 -0.38 4.30  0.226
H: 0.59 1.73 5.34  0.219
H: 0.75 3.79 3.98  0.219
H: 0.19 3.73 1.58  0.219
H: 1.38 -2.68 -2.34  0.261
H: 2.88 -3.40 -4.20  0.224
H: 4.94 -2.12 -4.68  0.217
H: 5.52 -0.15 -3.32  0.216
H: 4.03 0.57 -1.48  0.210
H: 3.00 1.66 0.92  0.207
H: 4.21 1.55 3.06  0.217
H: 4.27 -0.55 4.34  0.218
H: 3.10 -2.56 3.50  0.224
H: 1.84 -2.45 1.36  0.250
C: -5.40 -3.09 -1.00  -0.684
C: -4.01 -2.76 -0.53  0.244
N: -3.60 -1.56 -0.32  -0.258
O: -4.51 -0.55 -0.68  -0.602
C: -3.01 -3.80 -0.33  -0.024
C: -3.37 -5.23 -0.04  -0.670
N: -1.77 -3.39 -0.40  -0.115
O: -0.81 -4.21 -0.19  -0.616
H: -5.82 -2.24 -1.53  0.238
H: -6.04 -3.32 -0.15  0.227
H: -5.37 -3.96 -1.66  0.223
H: -3.93 0.22 -0.60  0.479
H: -4.27 -5.31 0.57  0.198
H: -2.53 -5.67 0.49  0.248
H: -3.52 -5.81 -0.96  0.205

Calculated total energy: -2223.25282 hartree
Relative energy (zero: lowest compared OMol25 entry of this formula, charge and spin): 0.546 eV
Multiplicity: 1
Orbital gap: 6.0 eV

=====

2.
C15H23IN2SiTi | ωB97M-V/def2-TZVPD

Last column: natural (NBO) charge in e.
Atoms and positions in Å:
C: 0.81 3.12 -0.50  -1.049
C: 2.94 0.83 -0.61  -1.017
H: 0.53 2.88 -1.59  0.267
H: 1.85 3.45 -0.43  0.274
H: 0.27 3.06 0.53  0.274
H: 2.71 0.42 -1.66  0.263
H: 3.34 1.91 -0.72  0.286
H: 3.05 0.34 0.41  0.270
C: -1.90 1.91 -1.13  0.086
C: -3.19 1.74 -1.58  -0.217
C: -3.54 0.51 -2.21  -0.077
C: -2.57 -0.47 -2.33  -0.207
H: -1.60 2.79 -0.56  0.240
H: -3.94 2.50 -1.44  0.265
H: -4.56 0.35 -2.58  0.265
H: -2.82 -1.45 -2.75  0.248
N: -0.92 1.01 -1.35  -0.552
C: -1.27 -0.23 -1.89  0.192
C: -0.26 -1.26 -1.74  0.172
N: 0.84 -0.92 -1.02  -0.558
C: 1.75 -1.89 -0.72  0.086
C: 0.52 -3.57 -1.96  -0.073
C: 1.63 -3.20 -1.17  -0.230
H: 2.63 -1.56 -0.15  0.236
H: 2.38 -3.93 -0.93  0.264
C: -0.45 -2.57 -2.23  -0.196
H: -1.32 -2.80 -2.83  0.245
H: 0.41 -4.55 -2.36  0.258
Ti: 0.98 1.14 -0.39  1.473
I: 0.35 0.94 2.24  -0.015
C: 0.64 -2.49 2.73  -1.162
Si: -0.79 -1.31 2.80  1.590
C: -2.07 -1.66 1.48  -1.156
C: -1.55 -1.21 4.50  -1.145
H: 0.79 -2.88 1.71  0.244
H: 0.39 -3.33 3.40  0.282
H: 1.57 -2.03 3.08  0.265
H: -2.87 -2.25 1.96  0.284
H: -2.52 -0.74 1.07  0.252
H: -1.65 -2.24 0.66  0.244
H: -1.78 -2.24 4.81  0.283
H: -0.86 -0.77 5.23  0.274
H: -2.48 -0.63 4.49  0.270

Calculated total energy: -2130.95397 hartree
Charge: +2
Relative energy (zero: lowest compared OMol25 entry of this formula, charge and spin): 1.531 eV
Multiplicity: 1
Orbital gap (spin up / spin down): 7.5 / 7.5 eV

=====

3.
C28H44BrIrN3P2 | ωB97M-V/def2-TZVPD

Last column: Löwdin spin population.
Atoms and positions in Å:
C: 3.51 5.22 -1.16  0.069
C: 2.39 4.63 -1.77  -0.007
C: 2.38 4.49 -3.17  0.069
C: 3.54 4.79 -3.88  0.078
N: 4.65 5.22 -3.27  0.746
C: 4.63 5.49 -1.96  0.076
C: 1.29 4.14 -0.98  0.098
C: 0.31 3.73 -0.36  -0.013
C: -0.81 3.19 0.34  0.143
C: -0.77 3.10 1.76  0.005
C: -1.58 2.16 2.40  0.134
C: -2.05 1.18 1.50  0.393
C: -2.56 1.51 0.20  0.151
C: -1.88 2.59 -0.38  0.015
Ir: -1.15 -0.51 1.80  1.323
P: 0.81 -0.47 0.55  0.073
H: 1.49 4.14 -3.70  0.006
H: 3.53 5.44 -0.10  0.006
H: 3.57 4.70 -4.98  0.016
H: 5.52 5.97 -1.54  0.016
H: -2.10 2.94 -1.38  0.000
H: -0.07 3.74 2.29  -0.001
H: -3.36 0.92 -0.27  0.010
H: -1.83 2.09 3.47  0.009
C: 1.90 -2.01 0.51  0.010
C: 2.94 -2.21 -0.59  0.002
H: 1.21 -2.87 0.49  0.003
H: 2.41 -2.06 1.49  0.000
H: 3.45 -3.17 -0.43  0.001
H: 2.52 -2.26 -1.59  0.000
H: 3.72 -1.45 -0.59  0.000
C: 0.73 0.13 -1.18  0.027
C: 1.97 0.85 -1.73  0.009
H: -0.13 0.81 -1.20  0.003
H: 0.46 -0.76 -1.78  0.001
H: 1.77 1.14 -2.77  0.002
H: 2.18 1.78 -1.19  0.001
H: 2.87 0.22 -1.75  0.000
C: 1.69 0.81 1.49  -0.001
C: 3.22 0.80 1.55  -0.001
H: 1.30 0.75 2.52  0.000
H: 1.32 1.75 1.08  0.000
H: 3.54 1.65 2.17  0.000
H: 3.62 -0.11 2.03  0.000
H: 3.69 0.92 0.57  0.000
Br: -1.12 -3.03 1.47  0.204
P: -2.57 -2.58 -1.63  0.590
C: -1.00 -3.14 -2.33  0.064
C: -1.29 -4.36 -3.19  0.030
H: -0.37 -3.40 -1.45  0.010
H: -0.43 -2.36 -2.87  0.000
H: -0.39 -4.68 -3.73  0.006
H: -1.59 -5.20 -2.56  0.001
H: -2.06 -4.15 -3.94  0.001
C: -3.74 -3.80 -0.97  0.071
C: -5.19 -3.51 -1.37  0.009
H: -3.63 -3.58 0.12  0.021
H: -3.48 -4.86 -1.07  0.005
H: -5.88 -4.21 -0.88  0.001
H: -5.46 -2.51 -1.01  0.001
H: -5.37 -3.60 -2.45  0.000
C: -3.25 -1.13 -2.47  0.079
C: -3.48 -1.52 -3.93  0.044
H: -2.52 -0.29 -2.38  0.006
H: -4.18 -0.76 -2.00  0.001
H: -3.99 -0.73 -4.48  0.009
H: -2.53 -1.70 -4.45  0.000
H: -4.12 -2.41 -4.01  0.001
C: 1.26 -1.50 6.35  0.011
N: 0.05 -0.82 5.89  0.099
C: -0.69 0.16 6.66  0.010
C: -0.26 -0.95 4.64  0.074
N: -0.65 -0.69 3.55  0.167
H: 1.42 -1.41 7.43  0.001
H: 2.17 -1.10 5.85  0.005
H: 1.20 -2.58 6.11  0.003
H: -0.56 1.18 6.26  0.004
H: -1.77 -0.07 6.63  0.003
H: -0.39 0.18 7.71  0.000

Calculated total energy: -4616.86634 hartree
Charge: +4
Relative energy (zero: lowest compared OMol25 entry of this formula, charge and spin): 2.456 eV
Multiplicity: 6
Orbital gap (spin up / spin down): 5.5 / 5.4 eV

=====

4.
C15H17N3O4S | ωB97M-V/def2-TZVPD

Last column: natural (NBO) charge in e.
Atoms and positions in Å:
O: -1.42 -0.31 2.28  -0.608
C: -0.43 0.30 2.63  0.668
C: 0.96 -0.23 2.32  -0.618
S: 1.85 0.88 1.17  0.279
C: 1.72 -0.05 -0.28  0.285
N: 1.33 -1.27 -0.41  -0.324
N: 1.43 -1.56 -1.72  -0.267
C: 1.86 -0.51 -2.32  0.419
C: 2.15 -0.32 -3.77  -0.114
O: 1.82 -1.42 -4.56  -0.474
C: 0.50 -1.78 -4.68  0.296
C: -0.57 -1.06 -4.17  -0.252
C: -1.86 -1.52 -4.39  -0.202
C: -2.10 -2.67 -5.12  -0.240
C: -1.02 -3.38 -5.63  -0.188
C: 0.27 -2.94 -5.42  -0.254
O: 2.08 0.51 -1.45  -0.418
N: -0.51 1.48 3.29  -0.439
C: 0.57 2.26 3.85  -0.242
C: 0.40 2.31 5.38  -0.076
O: -0.85 2.84 5.74  -0.519
C: -1.90 2.07 5.19  -0.078
C: -1.81 2.01 3.67  -0.258
H: 0.86 -1.18 1.80  0.301
H: 1.57 -0.34 3.21  0.237
H: 3.23 -0.18 -3.90  0.224
H: 1.65 0.60 -4.12  0.198
H: -0.43 -0.16 -3.59  0.204
H: -2.69 -0.96 -3.98  0.214
H: -3.11 -3.01 -5.28  0.213
H: -1.19 -4.28 -6.20  0.214
H: 1.12 -3.47 -5.81  0.224
H: 1.54 1.84 3.60  0.210
H: 0.51 3.28 3.46  0.205
H: 1.15 2.96 5.83  0.199
H: 0.51 1.29 5.79  0.163
H: -2.83 2.56 5.50  0.201
H: -1.87 1.05 5.60  0.168
H: -2.58 1.35 3.25  0.255
H: -1.92 3.01 3.25  0.196

Calculated total energy: -1445.16598 hartree
SMILES: O=C(CSc1nnc(COc2ccccc2)o1)N1CCOCC1
Relative energy (zero: lowest compared OMol25 entry of this formula, charge and spin): 2.837 eV
Multiplicity: 1
Orbital gap: 9.0 eV

=====

5.
CH11N3O3 | ωB97M-V/def2-TZVPD

Last column: natural (NBO) charge in e.
Atoms and positions in Å:
N: -0.29 1.57 -0.38  -0.753
C: -0.24 1.68 0.87  0.571
N: -1.04 2.55 1.63  -0.835
N: 0.45 0.77 1.69  -0.845
H: -1.01 2.08 -0.87  0.339
H: -0.62 2.98 2.44  0.376
H: -1.49 3.27 1.08  0.369
H: 0.82 0.02 1.13  0.403
H: 1.20 1.22 2.19  0.371
O: 0.25 -2.96 -1.38  -0.949
H: -0.43 -2.67 -2.00  0.482
H: 0.12 -2.32 -0.66  0.465
O: -0.64 -0.77 -3.28  -0.946
H: -1.47 -0.50 -3.69  0.469
H: 0.04 -0.26 -3.73  0.479
O: 1.61 -1.90 1.65  -0.966
H: 2.08 -2.72 1.49  0.489
H: 0.67 -2.05 1.84  0.483

Calculated total energy: -434.68293 hartree
SMILES: N=C(N)N.O.O.O
Relative energy (zero: lowest compared OMol25 entry of this formula, charge and spin): 1.029 eV
Multiplicity: 1
Orbital gap: 10.0 eV

=====

6.
C46H40N5OsP2 | ωB97M-V/def2-TZVPD

Last column: Löwdin spin population.
Atoms and positions in Å:
Os: 0.11 0.03 0.01  2.181
C: -1.66 2.13 -3.42  -0.009
C: -0.79 1.75 -2.41  0.035
N: -1.03 0.73 -1.59  0.018
C: -2.21 0.03 -1.74  0.055
C: -3.15 0.39 -2.71  0.007
C: -2.85 1.46 -3.58  0.043
C: -4.39 -0.32 -2.76  0.159
C: -4.67 -1.29 -1.84  -0.005
C: -3.73 -1.65 -0.87  0.135
C: -2.47 -1.05 -0.84  0.027
N: -1.44 -1.32 0.01  0.337
C: -1.32 -2.38 0.89  0.012
C: -1.97 -3.60 0.84  0.098
C: -1.78 -4.54 1.87  -0.006
C: -0.95 -4.27 2.92  0.106
C: -0.21 -3.06 2.96  0.003
C: 0.72 -2.76 3.98  0.030
C: 1.43 -1.59 3.93  -0.011
C: 1.23 -0.73 2.85  0.028
N: 0.37 -0.97 1.88  0.021
C: -0.37 -2.13 1.93  0.045
H: -1.40 2.97 -4.06  -0.001
H: 0.14 2.28 -2.26  0.002
H: -3.55 1.74 -4.35  0.002
H: -5.11 -0.05 -3.52  0.007
H: -5.63 -1.78 -1.84  -0.003
H: -4.00 -2.38 -0.12  0.006
H: -2.59 -3.85 0.00  0.004
H: -2.31 -5.48 1.82  -0.002
H: -0.83 -4.99 3.73  0.005
H: 0.86 -3.46 4.80  0.001
H: 2.14 -1.33 4.70  -0.001
H: 1.78 0.20 2.78  0.000
C: 3.71 2.90 1.07  0.002
N: 2.65 1.88 0.94  0.025
P: 2.90 0.37 0.20  0.206
C: 4.20 -0.44 1.12  0.033
C: 4.47 -0.10 2.45  0.019
C: 5.45 -0.79 3.15  0.000
C: 6.13 -1.84 2.55  0.024
C: 5.84 -2.20 1.23  -0.002
C: 4.88 -1.50 0.52  0.021
C: 3.56 0.67 -1.45  0.027
C: 2.73 0.55 -2.57  0.007
C: 3.21 0.86 -3.84  0.000
C: 4.53 1.28 -3.99  0.001
C: 5.36 1.39 -2.89  0.002
C: 4.89 1.08 -1.62  0.007
P: 1.05 2.25 0.56  0.072
C: 1.04 3.83 -0.27  0.005
C: 0.53 4.96 0.37  0.003
C: 0.65 6.20 -0.24  0.000
C: 1.27 6.32 -1.47  0.002
C: 1.80 5.19 -2.11  0.000
C: 1.69 3.95 -1.51  0.001
C: 0.09 2.41 2.07  0.032
C: -1.30 2.37 1.97  0.029
C: -2.08 2.46 3.12  0.003
C: -1.47 2.59 4.36  0.010
C: -0.09 2.65 4.46  0.010
C: 0.70 2.56 3.32  0.004
H: 4.66 2.39 1.26  0.002
H: 3.50 3.56 1.90  0.000
H: 3.81 3.49 0.16  0.001
H: 3.96 0.72 2.93  0.001
H: 5.69 -0.51 4.17  0.000
H: 6.90 -2.38 3.10  0.001
H: 6.39 -3.01 0.76  0.000
H: 4.68 -1.76 -0.51  0.001
H: 1.72 0.18 -2.47  0.005
H: 2.58 0.75 -4.71  0.000
H: 4.91 1.51 -4.98  0.000
H: 6.39 1.71 -3.01  0.000
H: 5.55 1.15 -0.77  0.000
H: 0.03 4.88 1.33  0.000
H: 0.25 7.08 0.25  0.000
H: 1.36 7.29 -1.94  0.000
H: 2.30 5.29 -3.06  0.000
H: 2.14 3.09 -1.98  0.000
H: -1.78 2.31 1.00  0.005
H: -3.16 2.44 3.05  0.000
H: -2.08 2.67 5.25  0.000
H: 0.38 2.78 5.43  0.000
H: 1.78 2.62 3.40  0.000
C: 3.29 -4.79 -0.46  0.000
C: 1.91 -4.52 -1.09  0.001
C: 1.51 -3.11 -0.99  0.012
N: 1.20 -2.01 -0.93  0.096
H: 3.45 -5.86 -0.40  0.000
H: 3.35 -4.37 0.54  0.000
H: 4.08 -4.35 -1.07  0.000
H: 1.13 -5.11 -0.61  0.000
H: 1.90 -4.79 -2.15  0.000

Calculated total energy: -2823.23709 hartree
Charge: +3
Multiplicity: 5
Orbital gap (spin up / spin down): 6.4 / 5.8 eV

=====

7.
C39H39MgN4O9P | ωB97M-V/def2-TZVPD

Last column: Mulliken charge in e.
Atoms and positions in Å:
Mg: 0.07 0.81 0.16  3.882
O: 3.57 0.38 2.56  -0.879
C: 2.88 0.56 1.55  -0.380
O: 1.62 0.64 1.50  -0.425
C: 3.63 0.70 0.22  0.532
C: 5.00 0.60 0.24  -0.588
C: 5.76 0.63 -0.93  -0.724
C: 5.14 0.76 -2.17  -0.191
C: 3.78 0.88 -2.19  -0.521
C: 2.92 0.85 -1.03  0.644
O: 1.68 0.89 -1.19  -1.099
N: 3.12 1.00 -3.49  1.140
O: 2.69 2.09 -3.82  -0.653
O: 3.10 0.02 -4.22  -0.638
N: 7.18 0.51 -0.88  1.020
O: 7.82 0.54 -1.94  -0.714
O: 7.73 0.36 0.20  -0.673
H: 5.47 0.47 1.20  0.575
H: 5.72 0.76 -3.08  0.560
C: -1.49 0.57 4.21  -0.853
N: -2.86 0.70 3.73  -0.130
C: -4.79 -1.51 3.31  -0.937
C: -2.93 1.20 2.35  -0.332
C: -2.14 2.47 2.09  0.749
C: -2.58 3.64 2.70  -0.567
C: -1.87 4.82 2.59  -0.576
C: -0.68 4.81 1.86  -0.898
C: -0.27 3.63 1.24  -0.414
C: -0.97 2.41 1.32  -0.009
H: -1.50 0.08 5.19  0.355
H: -0.95 1.52 4.29  0.364
H: -0.92 -0.05 3.52  0.084
H: -3.39 1.32 4.33  0.357
H: -4.41 -1.99 2.42  0.342
H: -5.51 -0.72 3.23  0.377
H: -4.61 -1.94 4.28  0.206
H: -4.00 1.36 2.12  0.698
H: -2.56 0.41 1.69  -0.824
H: -3.51 3.63 3.28  0.267
H: -2.21 5.73 3.07  0.341
H: -0.09 5.72 1.77  0.374
H: 0.66 3.67 0.67  0.266
O: -0.68 -0.93 1.46  0.133
P: -0.38 -2.25 0.82  0.933
C: -1.44 -2.53 -0.59  -0.340
C: -1.92 -1.17 -1.09  0.855
C: -2.71 -1.31 -2.37  -1.080
C: -2.77 -2.47 -3.06  -0.487
C: -2.14 -3.66 -2.59  -0.890
C: -1.47 -3.66 -1.36  -0.149
C: 1.33 -2.53 0.30  0.638
C: 2.31 -2.75 1.26  -0.610
C: 3.64 -2.85 0.89  -0.825
C: 3.99 -2.73 -0.45  -0.413
C: 3.02 -2.49 -1.41  -0.329
C: 1.69 -2.37 -1.03  -0.597
C: -0.75 -3.58 2.01  0.493
C: -1.67 -3.28 3.01  -0.334
C: -2.04 -4.26 3.93  -0.795
C: -1.50 -5.53 3.85  -0.568
C: -0.58 -5.83 2.85  -0.721
C: -0.21 -4.86 1.93  -0.431
H: -2.60 -0.73 -0.33  -0.219
H: -3.21 -0.42 -2.74  0.399
H: -3.30 -2.51 -4.01  0.347
H: -2.16 -4.56 -3.20  0.390
H: -0.93 -4.55 -1.05  0.319
H: 2.05 -2.80 2.31  0.378
H: 4.41 -2.98 1.64  0.340
H: 5.03 -2.78 -0.74  0.374
H: 3.29 -2.34 -2.45  0.350
H: 0.93 -2.10 -1.76  0.056
H: -2.11 -2.29 3.09  0.053
H: -2.76 -4.00 4.70  0.386
H: -1.78 -6.29 4.57  0.360
H: -0.15 -6.82 2.78  0.383
H: 0.52 -5.09 1.16  0.419
C: -1.72 2.71 -4.79  -1.658
C: -1.12 3.70 -3.78  2.503
C: -2.13 4.80 -3.43  -1.774
C: 0.17 4.30 -4.33  -1.541
C: -0.81 2.95 -2.55  -0.806
N: -0.57 2.36 -1.60  -0.433
H: -1.95 3.24 -5.72  0.413
H: -2.64 2.27 -4.41  0.344
H: -1.02 1.91 -5.01  0.367
H: -2.37 5.36 -4.34  0.413
H: -1.72 5.48 -2.69  0.387
H: -3.05 4.37 -3.03  0.378
H: -0.05 4.86 -5.24  0.412
H: 0.91 3.53 -4.55  0.297
H: 0.61 4.99 -3.60  0.384
O: -0.75 -0.46 -1.25  -0.610

Calculated total energy: -2947.09954 hartree
Charge: -2
Relative energy (zero: lowest compared OMol25 entry of this formula, charge and spin): 1.519 eV
Multiplicity: 1
Orbital gap (spin up / spin down): 6.3 / 6.5 eV

=====

8.
C6H11N2O2 | ωB97M-V/def2-TZVPD

Last column: natural (NBO) charge in e.
Atoms and positions in Å:
C: 1.50 0.27 1.75  0.799
C: -0.33 1.49 0.75  0.848
C: 1.04 -0.23 -0.56  -0.138
C: 1.16 -1.72 -0.57  -0.662
C: -1.31 -0.53 0.33  -0.431
C: -0.90 0.80 -1.58  -0.428
N: 0.51 1.15 1.80  -0.692
N: -0.30 0.34 -0.33  -0.313
O: 2.25 -0.47 2.24  -0.400
O: -1.17 2.33 0.75  -0.453
H: 1.57 0.46 -1.15  0.214
H: 0.40 -2.11 0.21  0.225
H: 2.15 -1.88 -0.30  0.256
H: 1.01 -2.05 -1.64  0.235
H: -1.71 -1.30 -0.33  0.255
H: -0.79 -1.05 1.24  0.239
H: -2.11 0.12 0.64  0.246
H: -1.28 -0.10 -2.20  0.243
H: -1.82 1.32 -1.34  0.246
H: -0.23 1.32 -2.22  0.245
H: 0.36 1.85 2.52  0.464

Calculated total energy: -494.83613 hartree
Charge: +1
Relative energy (zero: lowest compared OMol25 entry of this formula, charge and spin): 4.956 eV
Multiplicity: 1
Orbital gap (spin up / spin down): 8.3 / 8.3 eV

=====

9.
C4H6CsO3 | ωB97M-V/def2-TZVPD

Last column: natural (NBO) charge in e.
Atoms and positions in Å:
O: 0.69 -0.56 -3.21  -0.458
C: 1.08 0.04 -2.26  0.797
C: 2.23 0.97 -2.14  -0.737
H: 2.18 1.74 -2.91  0.280
H: 2.20 1.47 -1.16  0.225
H: 3.17 0.40 -2.26  0.263
O: 0.15 0.15 -1.16  -0.616
Cs: 0.29 -0.28 2.34  0.990
C: -1.10 0.55 -1.44  0.454
O: -1.60 0.74 -0.25  -0.562
C: -3.01 0.97 -0.08  -0.257
H: -3.10 1.89 0.50  0.200
H: -3.47 1.06 -1.06  0.228
H: -3.41 0.13 0.49  0.192

Calculated total energy: -401.60156 hartree
Charge: +1
Relative energy (zero: lowest compared OMol25 entry of this formula, charge and spin): 3.096 eV
Multiplicity: 1
Orbital gap: 8.8 eV